A molecular structure, C6H9O6Tl in a non-equilibrium geometry. Source: the OMol25 dataset; level of theory: ωB97M-V/def2-TZVPD.

Values from the calculation:
LUMO = -0.45 eV
molar mass = 381.51 g/mol
HOMO = -6.538 eV
calculated total energy = -23343.6705 eV
max |F| = 6.1 eV/A
relative energy (zero: lowest compared OMol25 entry of this formula, charge and spin) = 146.8 kJ/mol
gap between HOMO and LUMO = 6.1 eV

```
22
Properties=species:S:1:pos:R:3:forces:R:3
O -0.212766 -2.810961 1.088453 -0.976 -0.682 -0.550
C -0.306987 -1.553710 1.500969 5.859 1.297 -0.990
C 0.357768 -3.627127 2.125901 -0.307 -0.174 0.067
O 0.161219 -0.628654 0.795968 -3.605 -2.060 1.008
O -0.200272 -1.481557 2.832140 -0.922 0.353 0.633
C 0.268927 -2.731175 3.367579 -0.422 -0.102 0.153
H 1.391620 -3.861889 1.848038 -0.271 0.074 -0.028
H -0.232234 -4.544716 2.204628 0.184 0.190 -0.005
H 1.242223 -2.555957 3.842196 -0.327 0.003 -0.114
H -0.463178 -3.081882 4.103159 0.257 0.054 -0.134
Tl 1.144542 1.306319 1.898708 0.208 0.648 -1.419
C 1.142220 1.524187 -0.857621 1.442 0.429 0.716
C -0.151164 1.788836 -1.512376 -0.998 0.478 0.145
O -0.046015 2.699436 -2.730953 0.882 -0.036 0.681
C -1.161312 3.145013 -3.237461 -1.111 -1.942 -0.105
O -2.282695 2.954881 -2.807617 0.252 0.498 0.112
O -0.933319 3.643442 -4.458799 0.496 0.551 -0.671
H 1.690819 0.676931 -1.300720 -0.312 0.072 0.191
H 1.829662 2.379661 -0.972281 -0.349 -0.002 0.080
H -0.862100 2.309678 -0.854270 0.096 -0.107 -0.332
H -0.634127 0.881390 -1.896167 0.052 0.200 0.180
H -1.742831 3.567852 -4.979474 -0.127 0.258 0.381
```
Positions in Å, forces in eV/Å.

C6H9P in the gas phase in a non-equilibrium geometry. Source: the OMol25 dataset; level of theory: ωB97M-V/def2-TZVPD.

Values from the calculation:
LUMO = 0.45 eV
molar mass = 112.11 g/mol
HOMO = -8.027 eV
calculated total energy = -15649.2089 eV
max |F| = 3.7 eV/A
relative energy (zero: lowest compared OMol25 entry of this formula, charge and spin) = 630.8 kJ/mol
gap between HOMO and LUMO = 8.5 eV

```
16
Properties=species:S:1:pos:R:3:forces:R:3
C 1.774602 0.600364 0.109169 -1.738 -2.335 -1.378
C 0.361588 0.298058 0.619841 0.573 0.155 1.738
C -0.723879 0.329304 -0.359316 -1.678 0.307 0.392
P -2.522415 0.671595 0.005105 -0.733 -0.198 0.489
C -1.773842 -1.293795 0.417260 3.101 -1.898 -0.471
C -0.695019 -2.235026 -0.411087 -1.299 0.232 1.696
C -0.369414 -1.026662 0.347872 -0.177 0.603 0.216
H 1.678369 1.625960 -0.204876 0.685 0.264 -0.614
H 1.930496 -0.198960 -0.700491 0.331 1.700 0.684
H 2.512779 0.483414 0.866549 0.533 -0.069 0.587
H 0.248677 0.795153 1.627586 -0.582 -0.785 -1.028
H -0.553591 0.518090 -1.403800 0.541 -0.675 -0.459
H -2.358763 1.986033 -0.109449 0.278 2.929 -0.936
H -2.295175 0.920075 1.359709 -0.378 -0.426 0.527
H -0.830064 -2.203983 -1.446390 0.114 -0.032 -1.516
H -0.665277 -3.229910 0.028573 0.429 0.230 0.073
```
Positions in Å, forces in eV/Å.

C6HF3N6O4 in the gas phase in a non-equilibrium geometry. Source: the OMol25 dataset; level of theory: ωB97M-V/def2-TZVPD.

Values from the calculation:
LUMO = -2.18 eV
molar mass = 278.11 g/mol
HOMO = -10.995 eV
calculated total energy = -31518.4591 eV
max |F| = 1.3 eV/A
gap between HOMO and LUMO = 8.8 eV

```
20
Properties=species:S:1:pos:R:3:forces:R:3
O -2.196675 1.893992 2.312265 0.271 -0.159 0.290
C -2.371203 1.997467 1.153733 -0.371 -0.088 0.276
F -1.668626 2.853204 0.401857 0.003 0.382 -0.168
N -3.308639 1.289248 0.391668 0.988 -0.134 -0.794
C -2.953020 -0.122371 0.235675 -0.761 0.218 0.442
O -3.776873 -0.972796 0.210803 -0.053 -0.123 -0.093
C -1.494104 -0.420626 0.045438 -0.048 -0.005 0.122
N -0.942542 0.070467 -1.048443 0.441 0.123 -0.193
N 0.335774 -0.173651 -1.231432 -0.377 0.057 -0.194
C 0.937210 -0.886782 -0.296971 0.273 -0.285 -0.202
N 2.307759 -1.168738 -0.464436 -0.126 0.760 0.287
C 2.855705 -0.646200 -1.695666 0.110 -0.590 -0.239
O 3.132409 -1.322455 -2.611483 -0.046 -0.025 -0.238
F 3.064245 0.653494 -1.662636 0.046 0.287 0.162
C 3.057548 -0.741143 0.701331 0.199 -0.112 0.448
O 3.072590 0.352294 1.144260 0.055 -0.616 -0.016
F 3.739024 -1.766403 1.209079 -0.255 0.532 -0.311
N 0.377588 -1.413286 0.785490 -0.463 0.092 0.350
N -0.893962 -1.165013 0.966464 0.531 -0.262 0.131
H -3.274208 1.689298 -0.546994 -0.420 -0.051 -0.059
```
Positions in Å, forces in eV/Å.